# 1
Molecular formula: C12H13N
Method: DFT, ωB97M-V/def2-TZVPD

As for the SMILES: CC(C)c1ccc2ccccc2n1. The frontier orbital gap is 0.2950 Eh. The value obtained for the LUMO energy is -0.3 eV. As for the HOMO energy: -8.29 eV. The calculation puts the electronic energy at -14138.66129 eV.

Positions of all 26 atoms, in Å:
C 3.053 -0.881 -1.095
C 2.480 0.340 -0.062
C 2.850 -0.310 1.429
C 1.092 0.738 -0.226
C 0.230 1.879 0.032
C -1.087 2.001 -0.200
C -1.831 0.847 -0.388
C -3.250 0.878 -0.328
C -3.985 -0.233 0.369
C -3.231 -1.543 0.322
C -1.852 -1.542 -0.283
C -1.075 -0.340 -0.364
N 0.336 -0.493 -0.354
H 2.845 -1.991 -0.664
H 4.146 -0.875 -1.139
H 2.730 -0.745 -2.180
H 3.266 1.248 -0.348
H 2.266 0.490 1.998
H 3.977 -0.748 1.611
H 2.028 -1.251 1.647
H 0.713 3.036 0.211
H -1.531 2.991 0.087
H -4.026 1.755 -0.308
H -5.115 -0.238 0.541
H -3.869 -2.500 0.356
H -1.160 -2.512 -0.665

Here are the Löwdin charges for atoms 1 to 6, given in e: atom 1 (C): -0.11, atom 2 (C): -0.35, atom 3 (C): -0.11, atom 4 (C): -0.22, atom 5 (C): -0.05, atom 6 (C): -0.08


# 2
Molecular formula: C10H19F4S
Method: DFT, ωB97M-V/def2-TZVPD

The frontier orbital gap is 0.3229 Eh. The value obtained for the LUMO energy is -4.6 eV. As for the HOMO energy: -13.41 eV. The total charge is +1. The calculation puts the electronic energy at -32369.04141 eV.

Positions of all 34 atoms, in Å:
C 3.543 -1.807 0.805
C 3.742 -1.000 -0.613
C 2.420 -0.173 -1.125
C 1.739 0.733 0.101
C 0.962 2.060 -0.455
C -0.664 2.099 -0.098
C -1.043 1.641 1.409
C -1.528 0.123 1.663
S -1.773 -0.982 0.193
C -3.616 -1.223 -0.167
F -4.479 -0.378 0.717
F -4.052 -2.659 0.000
C -4.037 -0.813 -1.719
F -3.952 0.674 -1.825
F -3.208 -1.498 -2.754
H 2.500 -1.654 1.318
H 3.633 -2.963 0.574
H 4.424 -1.548 1.549
H 4.010 -1.790 -1.439
H 4.689 -0.289 -0.464
H 2.792 0.565 -1.975
H 1.551 -0.883 -1.504
H 1.085 -0.020 0.712
H 2.664 1.117 0.745
H 1.039 2.143 -1.642
H 1.423 3.076 -0.041
H -0.950 3.257 -0.183
H -1.231 1.577 -0.975
H -0.082 1.832 2.090
H -1.861 2.406 1.816
H -2.537 0.169 2.299
H -0.743 -0.400 2.394
H -1.279 -2.291 0.495
H -5.182 -1.101 -1.900

Here are the Löwdin charges for atoms 1 to 6, given in e: atom 1 (C): -0.15, atom 2 (C): -0.26, atom 3 (C): -0.22, atom 4 (C): -0.22, atom 5 (C): -0.20, atom 6 (C): -0.22


# 3
Molecular formula: N2O4
Method: DFT, ωB97M-V/def2-TZVPD

As for the SMILES: O=NO[N+](=O)[O-]. The frontier orbital gap is 0.3705 Eh. The value obtained for the LUMO energy is -0.7 eV. As for the HOMO energy: -10.76 eV. The calculation puts the electronic energy at -11162.45201 eV.

Positions of all 6 atoms, in Å:
O -2.517 -0.390 -0.099
N -1.624 0.324 0.126
O -0.370 -0.396 -0.129
N 1.263 0.085 0.045
O 1.342 1.246 0.017
O 1.906 -0.869 0.040

Atomic charges from the Löwdin analysis, expressed in e, are listed below: atom 1 (O): 0.06, atom 2 (N): -0.04, atom 3 (O): -0.11, atom 4 (N): -0.32, atom 5 (O): 0.19, atom 6 (O): 0.22


Among the records above, which one has the highest electronic energy?
N2O4